<P>
C2H4NPS | ωB97M-V/def2-TZVPD

Results
HOMO	-8.8	eV
spin multiplicity	1
frontier orbital gap	0.298	Ha

Positions of all 9 atoms, in Å:
C 0.224 -0.800 -0.112
C 1.090 0.385 0.206
N -1.054 -1.011 0.180
P -2.398 -0.068 0.508
S -2.642 0.969 -1.118
H 0.761 -1.588 -0.562
H 1.487 0.827 -0.738
H 1.928 0.019 0.813
H 0.603 1.268 0.823

=====

<Q>
C2H4NPS | ωB97M-V/def2-TZVPD

Results
HOMO (spin up / spin down)	-7.8 / -7.8	eV
spin multiplicity	1
frontier orbital gap (spin up / spin down)	0.246 / 0.246	Ha

Positions of all 9 atoms, in Å:
C 0.735 0.167 -0.173
C -0.358 -0.437 0.750
N 0.166 1.023 -1.128
P -1.063 1.017 -1.939
S -1.543 -1.411 -0.022
H 1.389 0.818 0.340
H 1.343 -0.430 -0.811
H 0.185 -1.156 1.532
H -0.855 0.408 1.451

=====

<R>
C2H4NPS | ωB97M-V/def2-TZVPD

Results
HOMO (spin up / spin down)	-8.5 / -8.5	eV
spin multiplicity	1
frontier orbital gap (spin up / spin down)	0.271 / 0.271	Ha

Positions of all 9 atoms, in Å:
C -0.667 1.361 0.181
C -0.085 -1.053 -0.422
N 1.099 1.322 -0.054
P 1.479 -0.238 0.144
S -1.453 -0.081 0.126
H -1.139 2.203 -0.034
H 0.039 -0.950 -1.535
H -0.299 -1.996 0.106
H 1.026 -0.568 1.488

=====

<P> comes first in stability; the runner-up is 47.5 kcal/mol higher.

=====

<P>
C21H30N4O4S | ωB97M-V/def2-TZVPD

Results
HOMO	-7.6	eV
spin multiplicity	1
frontier orbital gap	0.294	Ha

Positions of all 60 atoms, in Å:
C -1.420 -0.871 -4.809
C -1.168 -1.489 -3.439
C 0.176 -2.211 -3.349
H 0.315 -2.838 -4.231
H 0.181 -2.862 -2.473
C 1.387 -1.279 -3.244
N 1.358 -0.487 -2.025
C 1.075 0.844 -2.016
N 1.001 1.573 -0.956
C 1.203 0.989 0.263
C 1.092 1.747 1.434
C 1.290 1.162 2.657
C 1.597 -0.210 2.790
C 1.717 -0.956 1.621
C 1.526 -0.369 0.374
C 1.630 -1.174 -0.837
O 1.928 -2.352 -0.862
H 1.948 -2.010 1.626
N 1.849 -0.733 4.045
C 2.347 -2.086 4.201
H 3.007 -2.346 3.375
C 1.191 -3.085 4.327
H 1.560 -4.089 4.537
O 0.355 -2.739 5.412
C -0.146 -1.430 5.273
C 0.990 -0.400 5.165
H 0.564 0.595 5.053
H 1.592 -0.429 6.079
H -0.757 -1.243 6.157
H -0.778 -1.362 4.372
H 0.605 -3.099 3.395
H 2.929 -2.108 5.130
H 1.232 1.779 3.540
H 0.865 2.800 1.357
S 0.839 1.644 -3.567
C 0.486 3.363 -3.077
H 1.144 3.616 -2.248
C -0.991 3.499 -2.719
O -1.816 3.913 -3.503
N -1.251 3.129 -1.449
H -0.499 2.633 -0.967
C -2.595 2.853 -1.003
C -2.942 1.375 -1.252
O -2.008 0.479 -0.690
C -2.131 0.291 0.698
H -1.871 1.193 1.262
H -1.433 -0.502 0.962
H -3.150 -0.015 0.963
H -2.909 1.184 -2.328
H -3.954 1.161 -0.881
H -3.281 3.480 -1.575
H -2.673 3.099 0.059
H 0.711 3.957 -3.961
H 2.294 -1.890 -3.207
H 1.441 -0.606 -4.099
H -1.227 -0.724 -2.663
H -1.958 -2.215 -3.234
H -1.392 -1.637 -5.582
H -2.399 -0.397 -4.835
H -0.676 -0.115 -5.047

=====

<Q>
C21H30N4O4S | ωB97M-V/def2-TZVPD

Results
HOMO	-7.6	eV
spin multiplicity	1
frontier orbital gap	0.295	Ha

Positions of all 60 atoms, in Å:
C -5.967 -4.309 0.516
O -5.119 -3.197 0.619
C -3.754 -3.531 0.483
C -2.926 -2.255 0.555
H -3.191 -1.716 1.466
H -1.867 -2.515 0.595
C -3.186 -1.359 -0.659
N -2.495 -0.102 -0.540
C -1.378 0.209 -1.214
N -0.810 1.413 -0.943
C 0.298 1.902 -1.743
C 1.638 1.611 -1.116
C 2.299 0.451 -1.335
C 3.568 0.184 -0.742
C 4.278 -0.999 -0.963
C 5.511 -1.204 -0.380
C 6.055 -0.221 0.470
C 5.373 0.964 0.682
C 4.137 1.178 0.079
N 3.439 2.338 0.280
C 2.200 2.632 -0.240
O 1.656 3.689 0.050
H 3.845 3.049 0.879
H 5.816 1.707 1.326
O 7.250 -0.396 1.109
C 7.717 -1.729 1.088
C 7.548 -2.324 -0.308
H 7.912 -3.351 -0.348
O 6.181 -2.370 -0.651
H 8.097 -1.708 -1.033
H 8.767 -1.692 1.382
H 7.152 -2.332 1.811
H 3.867 -1.765 -1.599
H 1.861 -0.301 -1.975
H 0.241 1.417 -2.721
H 0.184 2.984 -1.856
C -1.173 2.208 0.215
H -0.362 2.919 0.377
H -1.240 1.560 1.095
C -2.488 2.990 0.041
N -3.637 2.223 0.517
C -4.857 2.535 -0.203
H -4.710 2.336 -1.263
H -5.656 1.890 0.162
H -5.168 3.581 -0.077
C -3.826 2.361 1.948
H -4.124 3.381 2.233
H -2.902 2.116 2.468
H -4.601 1.668 2.273
H -2.621 3.199 -1.022
H -2.414 3.953 0.566
S -0.726 -0.825 -2.346
H -2.949 0.623 0.020
H -2.838 -1.859 -1.567
H -4.259 -1.170 -0.740
H -3.458 -4.222 1.289
H -3.584 -4.038 -0.479
H -5.754 -5.048 1.299
H -5.867 -4.797 -0.462
H -6.984 -3.940 0.634

=====

<P> comes first in stability; the runner-up is 19.7 kcal/mol higher.

=====

<P>
C2H8NO2 | ωB97M-V/def2-TZVPD

Results
HOMO	-16.6	eV
spin multiplicity	1
net charge	+1
frontier orbital gap	0.467	Ha

Positions of all 13 atoms, in Å:
C -0.829 -0.500 0.911
C 0.358 0.251 0.238
N 0.611 -0.178 -1.270
O 1.525 0.102 0.855
O -0.138 1.632 0.115
H -0.617 -0.353 2.026
H -1.845 -0.114 0.478
H -0.770 -1.599 0.943
H 0.231 -1.183 -1.366
H 1.656 -0.138 -1.493
H 0.057 0.560 -1.782
H 1.392 -0.090 1.757
H 0.620 2.099 0.080

=====

<Q>
C2H8NO2 | ωB97M-V/def2-TZVPD

Results
HOMO	-14.0	eV
spin multiplicity	1
net charge	+1
frontier orbital gap	0.330	Ha

Positions of all 13 atoms, in Å:
C -1.662 -0.337 0.307
C 1.588 0.677 -0.035
N -0.441 -1.199 -0.009
O 0.805 1.406 0.693
O 1.868 1.001 -1.240
H -2.548 -0.758 -0.110
H -1.789 -0.428 1.415
H -1.514 0.646 -0.003
H 1.636 -0.329 0.270
H -0.332 -1.708 0.867
H -0.579 -1.878 -0.803
H 0.449 2.373 0.407
H 2.519 0.534 -1.761

=====

<R>
C2H8NO2 | ωB97M-V/def2-TZVPD

Results
HOMO	-16.6	eV
spin multiplicity	1
net charge	+1
frontier orbital gap	0.437	Ha

Positions of all 13 atoms, in Å:
C 0.775 0.975 -0.106
C -0.691 0.629 0.169
N 0.898 0.963 -1.539
O -1.407 0.728 -0.920
O -1.166 0.227 1.310
H 1.347 0.012 0.162
H -3.933 1.244 1.953
H 1.163 1.804 0.459
H -3.196 1.482 1.828
H 1.867 0.859 -1.830
H 0.872 1.931 -2.052
H -0.608 0.576 -1.703
H -2.086 0.484 1.530

=====

<P> comes first in stability; the runner-up is 26.7 kcal/mol higher.

=====

<P>
C2H4NP | ωB97M-V/def2-TZVPD

Results
HOMO	-7.9	eV
spin multiplicity	1
frontier orbital gap	0.333	Ha

Positions of all 8 atoms, in Å:
C 0.821 -1.244 -0.420
C -0.362 -1.450 -0.039
N -0.089 -0.085 -0.522
P -0.099 1.121 0.822
H 1.847 -1.350 -0.878
H -1.196 -2.009 0.265
H -1.126 1.505 0.018
H 0.848 2.018 0.135

=====

<Q>
C2H4NP | ωB97M-V/def2-TZVPD

Results
HOMO	-9.6	eV
spin multiplicity	1
frontier orbital gap	0.370	Ha

Positions of all 8 atoms, in Å:
C 0.471 0.569 -0.361
C -1.545 0.203 1.545
N 0.087 -0.576 -0.728
P -0.834 0.645 2.854
H 1.462 0.966 -0.421
H -0.371 1.291 -0.326
H 0.832 -1.208 -0.635
H -2.316 -0.225 0.943

=====

<Q> comes first in stability; the runner-up is 32.4 kcal/mol higher.